{"formula": "C42H29Cl2IIrN5O11P", "method": "wB97M-V/def2-TZVPD", "lumo_energy_ev": [-7.242, -7.242], "spin_multiplicity": 2, "charge": 2, "s2": 0.7575, "energy_ha": -4382.25542, "homo_ha": [-0.440, -0.440], "symbols": ["Ir", "I", "C", "C", "C", "C", "C", "C", "C", "C", "C", "P", "C", "C", "C", "C", "C", "C", "C", "C", "C", "C", "C", "C", "C", "H", "H", "H", "H", "H", "H", "H", "H", "H", "H", "H", "H", "H", "H", "H", "H", "Cl", "C", "C", "C", "Cl", "C", "O", "C", "C", "O", "C", "H", "H", "H", "O", "N", "O", "C", "C", "C", "C", "O", "C", "C", "N", "O", "O", "N", "O", "O", "H", "H", "O", "C", "N", "C", "O", "C", "C", "C", "C", "N", "C", "H", "H", "H", "H", "H", "H", "H", "H"], "xyz": [[1.4754, -0.8215, 0.5829], [-3.1182, 2.3602, -0.2665], [-5.0940, 2.6949, -0.9517], [-5.7048, 3.8757, -0.6749], [-7.0203, 4.0632, -1.1575], [-7.6357, 3.0824, -1.8776], [-6.9848, 1.8546, -2.1596], [-7.6134, 0.8308, -2.9080], [-6.9762, -0.3489, -3.1714], [-5.6701, -0.5682, -2.6988], [-5.0255, 0.4047, -1.9683], [-3.3537, 0.1537, -1.3831], [-2.1809, 0.1397, -2.7265], [-2.4215, -0.7693, -3.7613], [-1.5386, -0.8392, -4.8238], [-0.4311, -0.0042, -4.8657], [-0.2043, 0.9084, -3.8454], [-1.0740, 0.9825, -2.7715], [-3.2470, -1.0186, -0.0672], [-4.3149, -1.8970, 0.1421], [-4.2633, -2.7885, 1.2005], [-3.1693, -2.7916, 2.0517], [-2.1166, -1.9030, 1.8513], [-2.1452, -1.0196, 0.7930], [-5.6693, 1.6367, -1.6841], [-5.2174, 4.6581, -0.1084], [-7.5258, 4.9951, -0.9476], [-8.6420, 3.2295, -2.2478], [-8.6200, 0.9993, -3.2691], [-7.4686, -1.1246, -3.7407], [-5.1953, -1.5194, -2.9054], [-3.2700, -1.4375, -3.7442], [-1.7226, -1.5459, -5.6215], [0.2507, -0.0557, -5.7041], [0.6479, 1.5714, -3.8930], [-0.8823, 1.7037, -1.9885], [-5.1796, -1.8976, -0.5043], [-5.0798, -3.4800, 1.3534], [-3.1327, -3.4869, 2.8794], [-1.2649, -1.9070, 2.5180], [-1.3101, -0.3385, 0.6694], [6.3540, -5.3765, 3.1732], [4.9838, -4.5682, 2.5030], [4.1381, -5.2691, 1.6263], [3.0417, -4.6586, 1.0827], [2.0129, -5.5320, 0.0029], [2.7222, -3.3030, 1.3582], [1.6568, -2.7999, 0.8152], [3.5960, -2.6084, 2.2439], [3.3952, -1.2654, 2.6679], [2.5725, -0.4199, 2.2432], [4.7138, -3.2707, 2.8136], [4.3563, -6.2993, 1.3791], [4.0356, -0.9161, 3.4820], [5.3597, -2.7318, 3.4947], [0.7324, -5.8134, -5.3565], [1.6718, -5.2140, -4.8767], [2.8319, -5.3349, -5.2017], [1.3671, -4.2434, -3.8183], [0.0471, -4.0680, -3.4195], [-0.2010, -3.1466, -2.4430], [0.7717, -2.3020, -1.8441], [0.3583, -1.3801, -1.0510], [2.1004, -2.5895, -2.2619], [2.3897, -3.5494, -3.2223], [3.2458, -1.9210, -1.6761], [3.0742, -0.7999, -1.1535], [4.3252, -2.4460, -1.7305], [-1.5628, -3.0531, -1.9058], [-2.4632, -2.7531, -2.6807], [-1.7121, -3.2701, -0.7291], [-0.7430, -4.6633, -3.8565], [3.4132, -3.7371, -3.5139], [0.3077, 1.9996, 4.4114], [0.5490, 3.3542, 4.1160], [-0.5451, 3.9734, 3.3914], [-0.7436, 3.9252, 2.0620], [-1.7370, 4.4191, 1.5352], [0.3015, 3.2587, 1.2145], [0.9979, 3.9937, 0.2596], [1.9080, 3.3289, -0.5400], [2.0179, 1.9515, -0.4396], [1.2827, 1.2332, 0.4186], [0.4886, 1.8898, 1.2776], [-0.2501, 1.9280, 5.1938], [1.4414, 3.3804, 3.4957], [0.7322, 3.9395, 5.0160], [-1.2841, 4.4268, 3.9113], [0.8529, 5.0633, 0.1788], [2.5231, 3.8615, -1.2518], [2.6829, 1.3874, -1.0770], [0.0010, 1.2972, 2.0422]], "mulliken_spin": [0.75, 0.00, 0.00, 0.00, 0.00, 0.00, 0.00, 0.00, 0.00, 0.00, 0.00, 0.00, 0.00, 0.00, 0.00, 0.00, 0.00, 0.00, 0.06, 0.00, 0.00, 0.01, 0.03, -0.06, 0.00, 0.00, 0.00, 0.00, 0.00, 0.00, 0.00, 0.00, 0.00, 0.00, 0.00, 0.00, 0.00, 0.00, 0.00, -0.02, -0.03, 0.00, 0.01, 0.00, 0.00, 0.00, 0.03, 0.01, -0.01, 0.02, 0.01, -0.01, 0.00, 0.00, 0.00, 0.00, 0.00, 0.00, 0.00, 0.00, 0.00, 0.05, 0.04, 0.01, 0.00, 0.00, 0.01, 0.08, 0.00, 0.00, 0.00, 0.00, 0.00, 0.00, 0.00, 0.00, 0.00, 0.00, 0.03, 0.00, 0.00, -0.02, 0.06, 0.02, 0.00, 0.00, 0.00, 0.00, 0.00, 0.00, 0.00, -0.05]}